(1)
68
Properties=species:S:1:pos:R:3 method="wB97M-V/def2-TZVPD" orbital_gap_ev="7.78 / 4.80" charge=+4 fmax_ev_per_a=3.465 multiplicity=5 homo_energy_ha="-0.71168 / -0.75843" s_squared=6.048
Pd 0.462 0.814 0.610
P -0.370 -0.677 2.057
P -2.833 -0.100 -2.997
P 2.075 1.953 1.585
H -2.846 4.464 -3.286
C -1.877 4.861 -3.568
C -1.143 4.339 -4.572
H -1.487 3.525 -5.197
C -1.639 0.029 3.150
C -1.222 -2.152 1.393
C 0.753 -1.459 3.259
C -4.259 -0.264 -4.076
C -2.050 -1.713 -2.825
C -3.371 0.491 -1.390
C 2.999 2.851 0.315
C 3.435 1.180 2.519
C 1.369 3.203 2.686
H -1.526 5.767 -3.079
H -0.194 4.795 -4.866
H -1.745 -0.688 3.975
H -2.578 0.117 2.591
H -1.315 1.005 3.529
H -1.588 -2.703 2.269
H -0.524 -2.783 0.830
H -2.065 -1.855 0.759
H 0.185 -1.533 4.193
H 1.665 -0.881 3.434
H 1.003 -2.467 2.913
H -4.737 -1.237 -3.882
H -3.898 -0.202 -5.113
H -4.943 0.572 -3.878
H -2.843 -2.476 -2.899
H -1.539 -1.802 -1.855
H -1.303 -1.859 -3.619
H -4.387 0.124 -1.219
H -3.383 1.581 -1.342
H -2.712 0.115 -0.600
H 4.046 2.915 0.632
H 2.590 3.856 0.165
H 2.937 2.300 -0.629
H 4.269 1.899 2.514
H 3.774 0.258 2.030
H 3.136 0.965 3.553
H 2.155 3.910 2.973
H 0.961 2.714 3.579
H 0.565 3.726 2.158
C 0.058 2.547 -2.894
C -0.652 2.813 -1.658
C -0.426 4.003 -0.979
C 0.646 4.831 -1.324
C 1.508 4.458 -2.369
C 1.292 3.284 -3.065
O -0.470 1.880 -3.865
H -2.024 0.819 -3.731
H -1.550 2.233 -1.457
H -1.069 4.301 -0.148
H 0.789 5.785 -0.807
H 2.295 5.148 -2.689
H 1.923 2.962 -3.892
N 2.038 -1.844 -0.258
C 2.370 -2.591 -1.340
C 1.924 -1.890 -2.444
C 1.311 -0.720 -1.970
N 1.400 -0.710 -0.631
H 2.237 -2.050 0.718
H 2.893 -3.520 -1.247
H 2.002 -2.163 -3.472
H 0.843 0.093 -2.507

***

(2)
70
Properties=species:S:1:pos:R:3 method="wB97M-V/def2-TZVPD" orbital_gap_ev=9.52 fmax_ev_per_a=4.588 homo_energy_ha=-0.32855 smiles="COCCCCOC(=O)OCCN.CC(C)=O.CC(C)=O.CC(C)=O.CC(C)=O"
C 3.240 -2.725 2.260
O 2.219 -2.718 1.293
C 2.011 -1.450 0.674
C 2.604 -1.451 -0.751
C 3.554 -0.307 -1.093
C 4.890 -0.323 -0.383
O 4.821 -0.170 1.037
C 4.490 1.031 1.435
O 4.662 2.012 0.844
O 3.902 0.982 2.627
C 4.547 1.810 3.618
C 3.579 2.880 4.043
N 3.821 3.316 5.421
H 3.220 -1.856 2.913
H 3.091 -3.608 2.879
H 4.243 -2.797 1.838
H 2.371 -0.646 1.302
H 0.935 -1.316 0.593
H 3.081 -2.412 -0.886
H 1.769 -1.412 -1.436
H 3.056 0.651 -1.025
H 3.792 -0.424 -2.147
H 5.336 -1.292 -0.551
H 5.549 0.400 -0.843
H 4.798 1.165 4.448
H 5.464 2.241 3.237
H 3.575 3.706 3.339
H 2.604 2.413 4.031
H 3.195 4.080 5.628
H 4.771 3.645 5.548
C -3.084 -0.765 0.127
C -1.967 -1.009 -0.859
O -0.897 -0.453 -0.751
C -2.249 -1.976 -1.981
H -2.752 -0.052 0.880
H -3.954 -0.357 -0.390
H -3.358 -1.699 0.619
H -3.083 -1.609 -2.582
H -2.489 -2.960 -1.576
H -1.368 -2.061 -2.614
C -4.820 1.588 -4.068
C -4.634 0.332 -4.882
O -4.786 -0.767 -4.399
C -4.246 0.509 -6.330
H -5.096 1.321 -3.050
H -3.890 2.158 -4.046
H -5.612 2.203 -4.498
H -3.294 1.037 -6.400
H -5.015 1.076 -6.856
H -4.144 -0.468 -6.799
C -5.828 7.180 -3.439
C -5.290 5.777 -3.583
O -5.901 4.925 -4.187
C -3.956 5.488 -2.937
H -6.788 7.252 -3.946
H -5.966 7.422 -2.384
H -5.136 7.894 -3.888
H -4.016 5.660 -1.861
H -3.186 6.132 -3.365
H -3.685 4.449 -3.113
C 0.577 -5.830 5.372
C 1.693 -6.103 4.392
O 2.782 -5.595 4.517
C 1.386 -7.039 3.248
H 0.930 -5.145 6.139
H -0.271 -5.377 4.855
H 0.259 -6.760 5.846
H 0.572 -6.635 2.644
H 1.102 -8.020 3.632
H 2.269 -7.147 2.622

***

(3)
81
Properties=species:S:1:pos:R:3 method="wB97M-V/def2-TZVPD" orbital_gap_ev=9.59 fmax_ev_per_a=5.728 homo_energy_ha=-0.36819 smiles="CC(=O)OCCCCCC1=CC(=O)OC1=O.COP(=O)(OC)OC.COP(=O)(OC)OC.COP(=O)(OC)OC"
C 2.855 3.119 -4.722
C 2.188 3.097 -3.373
O 2.813 3.150 -2.355
O 0.823 3.048 -3.338
C 0.278 1.808 -3.815
C -0.973 1.489 -3.026
C -0.790 1.407 -1.498
C 0.488 0.728 -1.016
C 0.352 -0.813 -0.917
C 1.497 -1.561 -1.481
C 2.756 -1.694 -1.071
C 3.480 -2.559 -2.024
O 4.601 -2.962 -2.026
O 2.601 -2.870 -3.072
C 1.370 -2.383 -2.731
O 0.371 -2.605 -3.340
H 3.327 2.152 -4.899
H 2.165 3.318 -5.537
H 3.652 3.857 -4.693
H -0.005 1.924 -4.865
H 0.996 0.987 -3.755
H -1.438 0.583 -3.417
H -1.675 2.305 -3.215
H -0.921 2.393 -1.058
H -1.629 0.811 -1.125
H 0.673 1.088 -0.003
H 1.375 1.024 -1.574
H -0.528 -1.092 -1.501
H 0.122 -1.082 0.113
H 3.208 -1.245 -0.202
C 5.611 -6.983 -6.758
O 5.194 -5.760 -7.385
P 3.705 -5.652 -7.978
O 3.673 -4.526 -8.906
O 2.955 -5.377 -6.574
C 3.225 -4.157 -5.879
O 2.701 -6.774 -8.462
C 2.144 -7.746 -7.559
H 6.571 -6.796 -6.286
H 4.895 -7.292 -5.992
H 5.727 -7.776 -7.497
H 3.505 -3.362 -6.571
H 4.022 -4.310 -5.150
H 2.323 -3.871 -5.348
H 1.295 -7.305 -7.041
H 2.874 -8.098 -6.834
H 1.803 -8.585 -8.160
C -3.075 0.493 3.866
O -1.880 -0.044 3.296
P -0.393 0.397 3.844
O 0.466 -0.015 2.724
O -0.484 -0.662 5.082
C -0.737 -2.035 4.802
O 0.527 1.376 4.709
C 0.302 1.623 6.115
H -3.927 -0.063 3.484
H -3.048 0.406 4.956
H -3.173 1.543 3.591
H -0.363 -2.313 3.816
H -1.806 -2.248 4.863
H -0.223 -2.619 5.563
H 0.746 0.814 6.689
H -0.756 1.712 6.353
H 0.802 2.556 6.359
C -3.465 6.718 7.620
O -3.078 5.451 7.057
P -4.106 4.193 7.112
O -3.248 3.030 6.836
O -4.944 4.717 5.815
C -4.259 4.885 4.577
O -5.418 3.597 7.794
C -6.696 4.262 7.747
H -2.712 7.446 7.329
H -4.435 7.037 7.232
H -3.502 6.662 8.708
H -3.410 4.206 4.502
H -3.916 5.915 4.466
H -4.970 4.669 3.782
H -7.176 4.040 6.798
H -6.604 5.338 7.872
H -7.297 3.859 8.558

***

(4)
93
Properties=species:S:1:pos:R:3 method="wB97M-V/def2-TZVPD" orbital_gap_ev=1.66 charge=+4 fmax_ev_per_a=3.754 homo_energy_ha=-0.72091
Al 13.984 -6.503 -1.224
Al 17.823 -8.815 -2.510
S 16.896 -5.361 -2.774
O 16.097 -4.697 -1.737
O 18.106 -5.965 -2.234
O 16.094 -6.543 -3.107
O 17.184 -4.424 -3.850
C 13.432 -0.648 1.074
O 12.969 -1.939 0.616
C 13.440 -2.446 -0.545
O 13.187 -3.610 -0.864
O 14.118 -1.550 -1.356
C 14.525 -1.874 -2.707
H 12.785 0.127 0.663
H 14.461 -0.383 0.830
H 13.441 -0.640 2.164
H 15.333 -2.606 -2.700
H 14.928 -1.002 -3.223
H 13.801 -2.340 -3.376
C 17.195 -3.818 1.481
O 16.386 -4.241 2.605
C 15.150 -4.847 2.426
O 14.640 -5.027 1.299
O 14.573 -5.235 3.574
C 14.931 -4.881 4.898
H 17.042 -4.499 0.644
H 18.234 -3.654 1.767
H 16.762 -2.896 1.092
H 14.336 -3.992 5.106
H 15.990 -4.627 4.941
H 14.619 -5.703 5.542
C 19.628 -6.174 -6.425
O 18.989 -7.105 -7.234
C 18.252 -8.124 -6.694
O 17.971 -8.333 -5.488
O 17.789 -8.956 -7.721
C 17.121 -10.150 -7.324
H 20.372 -5.630 -7.007
H 20.119 -6.698 -5.605
H 18.974 -5.444 -5.948
H 16.404 -10.098 -6.505
H 17.895 -10.774 -6.877
H 16.718 -10.685 -8.184
C 14.920 -6.682 -5.846
O 14.150 -5.477 -5.993
C 13.594 -4.753 -4.968
O 13.610 -4.991 -3.738
O 12.999 -3.662 -5.518
C 13.126 -3.236 -6.855
H 14.957 -7.088 -6.857
H 14.435 -7.389 -5.174
H 15.939 -6.523 -5.493
H 12.500 -2.351 -6.969
H 12.745 -3.879 -7.648
H 14.136 -2.892 -7.080
C 22.477 -8.710 2.329
O 21.567 -9.129 1.355
C 20.709 -8.266 0.671
O 19.791 -8.716 -0.046
O 21.016 -6.906 0.930
C 20.039 -5.961 0.483
H 22.529 -9.436 3.141
H 22.140 -7.732 2.671
H 23.463 -8.468 1.932
H 19.128 -5.970 1.081
H 19.653 -6.347 -0.460
H 20.235 -4.897 0.349
C 24.771 -5.895 -5.907
O 23.311 -5.599 -5.825
C 22.881 -4.684 -4.839
O 23.646 -4.031 -4.109
O 21.521 -4.615 -4.897
C 20.804 -3.860 -3.959
H 25.137 -6.334 -4.979
H 25.428 -5.025 -5.918
H 24.927 -6.577 -6.743
H 20.820 -4.364 -2.992
H 19.797 -3.636 -4.311
H 21.290 -2.901 -3.779
C 18.383 -2.335 -1.815
N 19.652 -2.173 -1.014
O 19.601 -2.131 0.186
O 20.656 -1.904 -1.660
H 17.832 -1.446 -1.509
H 17.892 -3.306 -1.744
H 18.648 -2.176 -2.860
C 16.517 -2.416 -6.074
N 17.085 -1.079 -5.762
O 16.305 -0.114 -5.882
O 18.287 -0.947 -5.571
H 17.258 -3.215 -6.060
H 16.125 -2.502 -7.087
H 15.697 -2.575 -5.373

***

(5)
72
Properties=species:S:1:pos:R:3 method="wB97M-V/def2-TZVPD" orbital_gap_ev=6.14 charge=-1 fmax_ev_per_a=1.800 homo_energy_ha=-0.14723
C -5.483 0.886 2.380
C -4.880 0.702 3.543
C -4.070 -0.503 3.844
Al -2.198 0.007 4.570
C -0.901 0.024 2.980
C -1.697 0.481 1.736
C -0.829 1.288 0.723
C -0.673 2.713 1.278
C -1.658 1.359 -0.571
H -5.552 1.892 1.977
H -5.903 0.083 1.791
H -4.945 1.455 4.319
H -4.564 -1.197 4.534
H -3.930 -1.011 2.888
H -1.718 -1.006 5.741
H -2.383 1.496 5.205
H -0.617 -1.017 2.805
H -0.016 0.633 3.167
H -2.473 1.177 2.057
H -2.107 -0.351 1.184
H 0.120 0.774 0.581
H -1.476 2.991 1.955
H -0.711 3.396 0.426
H 0.258 2.840 1.826
H -1.308 2.137 -1.252
H -1.738 0.381 -1.050
H -2.671 1.607 -0.252
C -1.892 -4.129 -3.553
C -2.054 -2.686 -4.050
C -2.943 -1.945 -3.043
S -2.688 -2.761 -1.462
O -3.923 -3.385 -1.064
O -1.955 -1.887 -0.584
C -1.575 -4.020 -2.067
H -1.105 -4.656 -4.090
H -2.827 -4.678 -3.695
H -1.073 -2.208 -4.093
H -2.480 -2.649 -5.053
H -2.669 -0.897 -2.949
H -3.999 -2.030 -3.293
H -1.736 -4.946 -1.520
H -0.560 -3.662 -1.908
C 4.310 -4.081 -0.238
C 3.189 -3.055 -0.022
C 2.648 -2.670 -1.404
S 2.928 -4.093 -2.466
O 3.877 -3.732 -3.489
O 1.662 -4.701 -2.798
C 3.761 -5.094 -1.240
H 4.603 -4.562 0.694
H 5.190 -3.586 -0.655
H 2.392 -3.505 0.573
H 3.542 -2.178 0.517
H 1.583 -2.449 -1.378
H 3.191 -1.828 -1.829
H 4.530 -5.693 -1.721
H 3.014 -5.740 -0.779
C 2.029 6.013 -0.053
C 3.325 6.502 0.608
C 4.172 5.263 0.927
S 3.714 4.019 -0.287
O 3.074 2.928 0.396
O 4.815 3.804 -1.195
C 2.456 4.993 -1.103
H 1.468 6.833 -0.499
H 1.391 5.533 0.692
H 3.866 7.151 -0.085
H 3.125 7.081 1.509
H 5.238 5.462 0.845
H 3.943 4.863 1.913
H 1.648 4.343 -1.429
H 2.920 5.479 -1.962

***

(6)
81
Properties=species:S:1:pos:R:3 method="wB97M-V/def2-TZVPD" orbital_gap_ev=6.90 fmax_ev_per_a=3.775 homo_energy_ha=-0.24252
Ca -0.038 -0.814 0.067
C -1.696 1.718 2.170
N -0.567 2.451 2.682
C -0.765 3.258 3.866
C 0.659 3.704 4.179
N 1.463 2.639 3.610
C 2.892 2.865 3.576
C 0.704 1.896 2.701
N 0.970 0.865 2.008
C 2.250 0.209 1.986
C 2.101 -1.303 2.220
N 1.932 -1.988 0.969
C 1.960 -3.265 0.855
N 2.060 -4.284 1.800
C 1.607 -4.200 3.172
C 1.696 -5.538 1.155
C 1.956 -5.278 -0.326
N 2.028 -3.840 -0.375
C 2.109 -3.160 -1.636
H -2.531 2.414 2.090
H -1.988 0.887 2.827
H -1.445 1.329 1.180
H -1.190 2.668 4.696
H -1.435 4.096 3.660
H 0.850 3.794 5.252
H 0.886 4.673 3.706
H 3.102 3.845 4.010
H 3.287 2.850 2.558
H 3.418 2.121 4.185
H 2.925 0.596 2.754
H 2.708 0.348 1.000
H 1.253 -1.449 2.902
H 3.022 -1.653 2.712
H 0.515 -4.123 3.244
H 2.063 -3.358 3.680
H 1.930 -5.115 3.674
H 0.635 -5.755 1.333
H 2.302 -6.352 1.561
H 1.146 -5.651 -0.960
H 2.906 -5.721 -0.660
H 2.861 -3.659 -2.258
H 2.403 -2.122 -1.460
H 1.145 -3.171 -2.158
C 0.333 5.721 -0.646
O 1.042 4.499 -0.595
C 0.435 3.318 -0.856
O 1.045 2.292 -0.725
N -0.874 3.391 -1.248
N -1.503 2.182 -1.557
H 0.980 6.449 -0.160
H -0.616 5.672 -0.107
H 0.159 6.033 -1.682
H -1.213 4.243 -1.691
H -1.306 1.835 -2.492
H -2.495 2.213 -1.365
C -3.877 -2.405 -2.668
C -3.035 -1.234 -3.191
C -3.952 -0.284 -3.965
O -2.481 -0.558 -2.058
B -1.160 -0.936 -1.866
O -0.740 -1.654 -2.972
C -1.764 -1.699 -3.970
C -1.835 -3.110 -4.547
C -1.350 -0.732 -5.086
H -4.669 -2.010 -2.037
H -3.265 -3.057 -2.051
H -4.321 -2.965 -3.488
H -4.807 -0.042 -3.339
H -4.311 -0.761 -4.875
H -3.447 0.643 -4.224
H -1.962 -3.840 -3.753
H -0.903 -3.325 -5.066
H -2.657 -3.192 -5.254
H -1.265 0.281 -4.704
H -2.065 -0.758 -5.900
H -0.375 -1.034 -5.461
F -1.132 -2.434 2.131
B -1.782 -3.206 1.137
F -2.335 -4.320 1.698
F -0.837 -3.584 0.178
F -2.733 -2.391 0.543